{"formula": "C32H24BrCl64F6INO9P2S", "method": "ωB97M-V with the def2-TZVPD basis set", "symbols": ["C", "C", "C", "C", "C", "C", "O", "C", "Br", "C", "C", "O", "I", "C", "O", "O", "P", "P", "O", "O", "O", "C", "S", "O", "C", "C", "C", "O", "N", "F", "C", "F", "F", "C", "F", "F", "F", "H", "H", "H", "H", "H", "H", "H", "H", "H", "H", "H", "H", "H", "H", "H", "H", "H", "H", "H", "H", "H", "H", "H", "H", "C", "Cl", "Cl", "Cl", "Cl", "C", "Cl", "Cl", "Cl", "Cl", "C", "Cl", "Cl", "Cl", "Cl", "C", "Cl", "Cl", "Cl", "Cl", "C", "Cl", "Cl", "Cl", "Cl", "C", "Cl", "Cl", "Cl", "Cl", "C", "Cl", "Cl", "Cl", "Cl", "C", "Cl", "Cl", "Cl", "Cl", "C", "Cl", "Cl", "Cl", "Cl", "C", "Cl", "Cl", "Cl", "Cl", "C", "Cl", "Cl", "Cl", "Cl", "C", "Cl", "Cl", "Cl", "Cl", "C", "Cl", "Cl", "Cl", "Cl", "C", "Cl", "Cl", "Cl", "Cl", "C", "Cl", "Cl", "Cl", "Cl", "C", "Cl", "Cl", "Cl", "Cl"], "positions_angstrom": [[-0.3006, 2.8367, 7.0029], [-0.6243, 1.6646, 5.9891], [-1.5692, 2.2639, 4.8716], [-2.1908, 1.2095, 3.9012], [-1.9924, 1.2736, 2.3473], [-0.7030, 1.8942, 1.7266], [-0.4828, 3.2624, 1.9455], [-1.3323, 4.3209, 1.7128], [-3.0479, 4.4800, 2.7674], [-0.5079, 5.5703, 2.2875], [-1.0236, 6.9465, 1.8175], [-2.0432, 7.4581, 2.0626], [0.3630, 8.1386, 0.5873], [-1.7330, 4.7851, 0.2554], [-2.9220, 4.7559, -0.0732], [-0.8697, 5.1901, -0.5840], [0.7345, 1.1622, 2.8029], [0.4968, -0.9469, 3.2183], [1.8511, -1.5557, 3.0063], [-0.5445, -1.7969, 2.3005], [0.1317, -1.2954, 4.7959], [-0.5666, 1.4275, 0.1645], [0.6057, 0.0113, -0.0805], [-0.0904, 2.4584, -0.6702], [1.2538, 2.8589, -0.5287], [2.1786, 2.5163, -1.7853], [2.5988, 3.7815, -2.5905], [3.4089, 1.9798, -1.2328], [-1.9444, 1.1875, -0.3467], [-2.4188, 2.1732, -1.1642], [-2.2649, -0.0603, -0.9526], [-2.1897, -1.1461, -0.1427], [-3.6395, 0.0121, -1.2026], [-1.6760, -0.3657, -2.4119], [-0.9614, -1.5404, -2.2601], [-2.6337, -0.6506, -3.3024], [-0.8058, 0.5449, -2.8464], [0.0414, 2.4402, 7.9851], [-1.2324, 3.4283, 7.1366], [0.4456, 3.5100, 6.5306], [-1.0802, 0.7953, 6.5101], [0.3585, 1.3570, 5.5694], [-0.9956, 3.0948, 4.4152], [-2.3920, 2.7488, 5.4524], [-1.8972, 0.1907, 4.2678], [-3.2953, 1.2285, 4.0745], [-2.8947, 1.7796, 1.9271], [-2.1062, 0.2215, 1.9846], [-0.5066, 5.5370, 3.4037], [0.5452, 5.4413, 1.9560], [1.9539, 1.2169, 2.0604], [-0.0498, -2.3437, 1.6651], [0.7922, -0.8742, 5.3716], [0.9999, 0.0214, -1.3880], [1.7972, 2.5623, 0.3904], [1.2478, 3.9790, -0.5008], [1.6596, 1.7585, -2.4151], [2.2155, 3.6986, -3.6321], [2.3031, 4.7418, -2.1280], [3.7113, 3.7690, -2.6811], [3.1938, 1.2947, -0.5799], [1.1358, 12.3003, 0.0252], [2.8118, 12.6057, 0.5169], [0.5236, 13.6944, -0.8826], [1.0657, 10.8490, -0.9793], [0.1314, 12.0294, 1.4586], [-1.4440, -5.3490, -2.7790], [-1.8794, -5.2213, -4.4927], [-2.0131, -3.9162, -1.9165], [-2.2058, -6.7952, -2.0853], [0.3257, -5.4727, -2.6206], [-2.8551, 10.1782, 4.1389], [-4.0044, 9.5235, 2.9732], [-1.5471, 11.0132, 3.2803], [-3.6900, 11.3255, 5.2142], [-2.1737, 8.8530, 5.0949], [-7.8701, 8.3764, 3.1179], [-6.9948, 7.9300, 1.6459], [-9.1744, 9.5084, 2.7124], [-8.5604, 6.9217, 3.8589], [-6.7536, 9.1431, 4.2543], [1.9077, -1.1129, -5.1338], [2.8366, -1.7486, -6.5041], [0.6278, -0.0474, -5.7317], [1.1839, -2.4554, -4.2374], [2.9854, -0.2018, -4.0607], [3.2675, -3.9379, -0.3782], [1.9622, -2.7504, -0.4977], [3.6629, -4.5454, -1.9976], [4.6916, -3.1615, 0.3248], [2.7510, -5.2859, 0.6483], [-2.4709, 0.7505, -8.5847], [-2.4655, -0.5502, -7.3840], [-2.8535, 0.0797, -10.1806], [-3.6891, 1.9559, -8.1434], [-0.8742, 1.5157, -8.6343], [-2.4992, -5.0920, 3.7017], [-2.4621, -6.4623, 4.8280], [-3.0135, -5.6569, 2.1020], [-3.6416, -3.8743, 4.2924], [-0.8881, -4.3777, 3.5829], [7.9263, -1.2042, -1.3254], [8.0307, -1.7733, -2.9999], [6.5210, -0.1427, -1.1507], [7.7590, -2.5962, -0.2407], [9.3989, -0.3083, -0.9134], [0.6852, -9.7076, -2.6385], [2.3301, -9.3413, -2.0976], [0.1036, -8.4039, -3.6857], [0.6867, -11.2302, -3.5445], [-0.3786, -9.8570, -1.2300], [1.7005, -11.2046, -7.5702], [2.2447, -12.7479, -6.8857], [1.6396, -9.9843, -6.2882], [2.8318, -10.6867, -8.8291], [0.0877, -11.4085, -8.2726], [-0.6073, -7.1516, -9.5158], [-0.5881, -5.3891, -9.3428], [0.1518, -7.6037, -11.0521], [0.2879, -7.8877, -8.1783], [-2.2821, -7.7294, -9.4926], [6.4121, -12.6453, -10.3427], [8.0566, -12.2766, -9.7976], [5.8242, -11.3312, -11.3758], [6.4205, -14.1598, -11.2618], [5.3471, -12.8107, -8.9401], [-4.9434, 7.2099, 7.5684], [-4.7118, 8.9123, 7.1425], [-4.6404, 6.2032, 6.1452], [-3.8135, 6.7593, 8.8588], [-6.6082, 6.9610, 8.1262], [5.0904, -11.7398, 0.0252], [5.6306, -13.2773, 0.7224], [5.0351, -10.5040, 1.2921], [6.2217, -11.2362, -1.2415], [3.4769, -11.9395, -0.6731], [-0.9062, 4.6579, 11.5387], [-0.0548, 4.2356, 10.0457], [-2.2011, 5.8096, 11.1720], [-1.6032, 3.1958, 12.2556], [0.2310, 5.3919, 12.6822]], "forces_ev_per_angstrom": [[-0.6, -0.7, -0.6], [0.2, 1.0, 0.2], [0.4, -0.3, 1.2], [0.0, -0.3, 0.4], [-1.1, 0.0, -0.1], [0.3, -2.2, 0.3], [0.1, -0.4, -0.1], [0.0, 3.4, 0.1], [0.2, -0.8, 0.2], [0.7, -0.8, 0.0], [1.1, -0.8, -0.3], [-0.8, 0.1, 0.3], [-0.1, -0.6, 0.5], [-0.7, -0.1, -3.9], [-0.8, -0.5, 1.4], [1.3, -0.4, 2.5], [-0.3, 1.5, 0.9], [2.6, -3.3, -0.3], [-0.5, 1.0, -0.1], [-0.4, 1.2, 1.1], [-0.9, 0.9, -1.6], [0.5, 2.1, -1.7], [0.2, -0.9, 0.7], [-0.2, -0.5, 0.9], [1.3, 2.0, -0.9], [-0.2, 0.2, 1.4], [0.4, -0.7, -0.6], [-0.1, -0.3, -0.4], [0.6, -1.5, 1.0], [0.2, 0.1, -0.3], [-3.1, 0.0, -1.3], [0.9, 1.1, -0.3], [0.9, 0.2, 0.2], [0.9, -2.1, 1.0], [-0.2, 1.3, -0.5], [0.8, 0.8, 0.3], [-1.0, 0.0, -0.2], [-0.1, 0.4, -0.7], [0.6, -0.3, 0.2], [-0.3, -0.4, 0.5], [0.1, 0.5, -0.3], [-0.8, 0.0, 0.1], [-0.5, -0.6, -0.1], [0.5, -0.3, -0.6], [-0.1, 0.8, -0.3], [0.8, 0.0, -0.3], [0.9, -0.1, 0.1], [0.4, 0.8, 0.1], [-0.2, 0.2, -0.8], [-0.8, 0.2, 0.0], [-0.8, -0.6, 0.0], [0.1, 0.3, 0.3], [-0.2, -0.1, -0.3], [-0.8, 0.6, 0.4], [-0.7, -0.3, -0.4], [-0.5, -0.9, 0.2], [0.4, 0.5, 0.2], [0.0, 0.3, 0.7], [-0.1, -0.6, -0.3], [-0.8, 0.0, 0.1], [-0.1, 0.2, -0.3], [0.0, -0.2, 0.0], [-0.1, 0.0, 0.0], [0.0, -0.1, 0.1], [0.2, 0.6, -0.3], [0.7, 0.5, -0.8], [-0.1, 0.1, 0.2], [0.1, 0.0, 0.1], [0.0, -0.7, -0.1], [-0.1, 0.2, 0.1], [-0.3, 0.4, 0.1], [0.0, -0.3, -0.2], [0.5, 0.3, 0.0], [-0.7, -0.5, 0.8], [0.1, 0.1, -0.1], [0.2, 0.2, -0.2], [0.1, 0.0, 0.0], [-0.1, 0.0, 0.2], [0.0, -0.1, 0.0], [0.0, 0.1, 0.0], [-0.7, -0.2, 0.1], [0.0, 0.0, 0.1], [0.0, 0.0, 0.1], [0.2, -0.1, 0.0], [0.1, 0.0, -0.1], [-0.1, -0.1, 0.0], [0.0, 0.1, 0.1], [0.0, -0.2, 0.0], [0.0, 0.0, 0.1], [-0.3, -0.2, -0.1], [0.0, 0.1, -0.1], [0.0, 0.0, 0.1], [0.0, 0.1, -0.1], [0.0, 0.0, 0.1], [0.1, -0.1, 0.0], [-0.1, -0.1, 0.0], [0.1, 0.1, 0.0], [0.0, 0.1, -0.1], [0.0, 0.0, 0.1], [0.1, -0.1, 0.0], [-0.2, -0.4, 0.2], [-0.1, 0.1, 0.0], [0.0, 0.0, 0.1], [0.1, -0.1, 0.0], [0.3, 0.2, -0.1], [-0.1, -0.1, 0.0], [0.0, 0.1, -0.1], [-0.3, 0.3, -0.2], [0.2, -0.6, -0.2], [-0.1, -0.1, 0.5], [0.1, 0.0, -0.1], [0.0, 0.2, -0.1], [0.0, 0.1, 0.0], [0.2, -0.1, -0.4], [-0.3, 0.1, 0.1], [0.1, -0.1, 0.1], [0.0, 0.1, 0.1], [0.0, -0.1, 0.0], [-0.1, 0.0, 0.1], [-0.2, 0.2, -0.2], [0.1, 0.0, 0.0], [0.0, 0.0, 0.1], [-0.1, 0.0, -0.1], [0.0, -0.1, 0.1], [0.0, 0.1, 0.1], [0.3, -0.1, -0.1], [-0.1, 0.0, -0.2], [-0.2, -0.2, 0.3], [0.0, 0.1, 0.1], [-0.2, 0.1, -0.4], [0.1, 0.0, 0.0], [-0.1, 0.0, 0.0], [0.0, 0.1, 0.0], [0.0, -0.1, -0.1], [-0.1, 0.0, 0.1], [0.3, -0.3, 0.2], [0.1, 0.0, -0.1], [-0.1, 0.1, 0.2], [0.3, -0.2, 0.3], [0.0, 0.1, 0.0], [-0.1, 0.0, -0.1]], "lowdin_charge": [-0.145, -0.277, -0.260, -0.201, -0.194, -0.499, -0.141, -0.594, 0.837, -0.176, -0.780, -0.061, 0.812, -0.744, -0.067, -0.082, 0.977, 0.299, -0.384, -0.278, -0.202, -0.554, 0.835, -0.116, -0.167, -0.366, -0.024, -0.107, 0.007, 0.089, -0.405, 0.101, 0.091, -0.500, -0.071, 0.163, 0.137, 0.030, 0.062, 0.078, 0.105, 0.041, 0.075, 0.094, 0.085, 0.116, 0.100, 0.102, 0.115, 0.100, -0.057, 0.032, 0.070, -0.075, 0.097, 0.121, 0.084, 0.081, 0.083, 0.083, 0.057, -2.011, 0.515, 0.517, 0.420, 0.442, -1.997, 0.530, 0.617, 0.496, 0.461, -1.973, 0.534, 0.472, 0.497, 0.523, -2.030, 0.539, 0.509, 0.515, 0.469, -2.014, 0.525, 0.521, 0.519, 0.563, -2.007, 0.518, 0.508, 0.512, 0.530, -2.045, 0.507, 0.509, 0.528, 0.509, -2.034, 0.509, 0.510, 0.527, 0.582, -2.037, 0.516, 0.528, 0.488, 0.516, -2.003, 0.503, 0.479, 0.497, 0.531, -2.013, 0.518, 0.462, 0.499, 0.524, -2.035, 0.523, 0.516, 0.485, 0.518, -2.042, 0.519, 0.514, 0.517, 0.490, -2.016, 0.473, 0.520, 0.476, 0.519, -2.043, 0.514, 0.522, 0.518, 0.491, -2.027, 0.558, 0.484, 0.522, 0.517], "e_tot_ev": -978779.6911, "homo_lumo_gap_ev": 6.187, "total_charge": -1, "e_homo_ev": -5.28}